{"formula": "C36H28N6O2SY", "method": "wB97M-V/def2-TZVPD", "multiplicity": 1, "total_energy_ev": -62694.4636, "homo_energy_ev": -9.86, "lumo_energy_ha": -0.1448, "charge": 1, "orbital_gap_ev": 5.92, "species": ["Y", "S", "O", "O", "N", "N", "N", "N", "N", "N", "C", "C", "C", "C", "C", "C", "C", "C", "C", "C", "C", "C", "C", "C", "C", "C", "C", "C", "C", "C", "C", "C", "C", "C", "C", "C", "C", "C", "C", "C", "C", "C", "C", "C", "C", "C", "H", "H", "H", "H", "H", "H", "H", "H", "H", "H", "H", "H", "H", "H", "H", "H", "H", "H", "H", "H", "H", "H", "H", "H", "H", "H", "H", "H"], "coordinates": [[1.146, 0.281, -0.372], [0.031, -1.885, 0.625], [4.100, 1.747, 6.444], [2.303, 0.634, 7.098], [0.153, 1.541, -1.809], [-0.332, -4.791, 0.458], [0.332, 1.898, 1.179], [1.932, -2.821, -1.147], [0.613, -4.392, -0.299], [2.281, -1.600, -1.117], [-0.802, 3.799, -1.305], [-2.159, -7.789, 1.511], [-1.755, -6.469, 1.400], [3.322, -1.581, -3.367], [2.981, 1.670, 3.735], [-1.628, 4.904, -1.809], [-2.121, 1.964, -2.593], [-1.747, 1.673, -3.843], [2.240, 1.490, 4.895], [0.907, -3.102, -0.314], [0.528, 1.426, -3.146], [0.944, 1.821, 2.463], [3.182, -1.095, -2.071], [0.849, 1.465, 4.829], [-1.434, 2.840, -0.258], [-4.959, 4.233, -0.337], [4.711, 0.325, -3.906], [-0.674, 2.667, 0.985], [-3.544, 2.222, 0.915], [-1.041, 2.330, -1.636], [-0.070, -7.124, -0.211], [0.198, 1.635, 3.623], [-0.339, 1.567, -4.167], [-2.923, 5.015, -1.521], [-0.486, -8.438, -0.088], [4.586, 0.803, -2.612], [-0.714, -6.150, 0.539], [3.824, 0.090, -1.694], [-2.892, 3.060, 0.019], [-3.601, 4.088, -0.614], [4.092, -0.870, -4.270], [-5.605, 3.391, 0.553], [-1.527, -8.776, 0.769], [2.865, 1.249, 6.242], [-4.895, 2.381, 1.188], [2.333, 1.829, 2.518], [5.298, 0.871, -4.630], [2.912, 2.012, 1.616], [-3.503, 5.834, -1.927], [-0.831, -4.104, 1.026], [-1.134, 5.639, -2.431], [0.293, 1.291, 5.740], [-3.155, 1.952, -2.277], [4.204, -1.243, -5.280], [2.812, -2.492, -3.651], [-2.997, 1.411, 1.387], [4.360, 2.348, 5.737], [-0.005, 1.455, -5.188], [-2.485, 1.441, -4.600], [5.095, 1.709, -2.310], [0.251, 4.006, -1.146], [-1.033, 3.277, 1.818], [-1.842, -9.806, 0.857], [-2.969, -8.046, 2.180], [1.564, 1.146, -3.331], [-0.882, 1.586, 3.571], [0.739, -6.850, -0.873], [-5.392, 1.715, 1.879], [-5.512, 5.024, -0.829], [4.064, 1.663, 3.756], [0.008, -9.207, -0.666], [3.839, 0.384, -0.640], [-6.660, 3.521, 0.750], [-2.243, -5.694, 1.978]], "forces_ev_per_a": [[0.079, 0.165, -0.046], [-0.125, -0.148, 0.026], [-0.003, 0.000, 0.002], [-0.001, 0.005, 0.003], [-0.038, 0.004, 0.004], [0.002, 0.014, -0.006], [0.015, -0.049, -0.070], [-0.031, -0.090, 0.026], [0.003, -0.010, 0.008], [-0.039, 0.099, 0.003], [0.038, -0.018, 0.034], [-0.003, -0.001, 0.001], [-0.002, -0.005, 0.001], [-0.043, -0.020, -0.031], [0.000, 0.001, 0.012], [0.020, -0.026, 0.021], [-0.025, -0.021, 0.046], [0.019, 0.004, 0.000], [-0.008, 0.007, -0.009], [0.035, 0.036, 0.012], [-0.041, -0.012, -0.014], [0.043, 0.003, 0.022], [0.122, 0.038, 0.025], [0.004, 0.003, -0.001], [-0.059, 0.045, -0.059], [0.011, 0.021, -0.016], [-0.005, 0.000, 0.014], [0.023, -0.033, 0.039], [0.034, -0.005, -0.002], [0.030, 0.027, -0.003], [0.000, 0.006, 0.000], [-0.014, -0.017, -0.001], [0.034, 0.003, 0.014], [0.012, -0.003, -0.012], [0.001, -0.003, -0.002], [-0.002, -0.010, -0.012], [0.004, -0.001, 0.007], [0.016, -0.002, -0.008], [-0.016, -0.013, 0.000], [-0.020, -0.006, 0.014], [0.002, -0.008, 0.003], [0.008, -0.032, 0.024], [0.001, -0.001, 0.000], [0.008, -0.011, 0.005], [-0.027, 0.032, -0.020], [-0.018, -0.002, -0.013], [0.001, 0.000, 0.001], [0.005, 0.001, -0.002], [-0.014, -0.007, 0.005], [-0.006, -0.007, -0.002], [-0.016, -0.002, -0.021], [0.001, -0.001, 0.000], [0.001, 0.037, -0.010], [0.001, 0.003, -0.001], [-0.005, 0.004, 0.000], [-0.005, -0.003, 0.001], [0.003, 0.006, -0.006], [0.002, 0.005, -0.001], [-0.002, -0.010, 0.002], [0.001, 0.001, -0.006], [-0.003, 0.004, 0.001], [-0.005, 0.009, -0.005], [-0.001, 0.000, 0.000], [0.000, 0.001, 0.000], [-0.004, -0.002, 0.002], [0.002, 0.002, -0.001], [0.000, -0.003, -0.001], [0.000, -0.002, 0.000], [0.001, -0.001, -0.001], [-0.001, -0.002, 0.004], [0.001, 0.001, -0.001], [0.000, 0.002, 0.001], [0.000, -0.001, 0.002], [0.000, 0.000, -0.001]], "lowdin_charge": [1.369, 0.532, 0.134, 0.149, -0.157, 0.028, -0.017, 0.068, 0.092, -0.175, -0.076, -0.071, -0.023, -0.006, -0.007, -0.024, -0.001, -0.070, -0.119, -0.774, -0.183, -0.284, -0.304, 0.024, -0.210, -0.015, -0.064, -0.021, -0.025, -0.355, -0.017, 0.009, -0.080, -0.019, -0.066, -0.068, -0.218, -0.106, -0.137, -0.164, -0.047, -0.062, -0.073, -0.477, -0.063, -0.035, 0.113, 0.106, 0.117, 0.085, 0.117, 0.134, 0.119, 0.117, 0.119, 0.116, 0.104, 0.099, 0.110, 0.114, 0.147, 0.163, 0.109, 0.110, 0.093, 0.122, 0.110, 0.108, 0.119, 0.124, 0.111, 0.094, 0.110, 0.116]}

---

{"formula": "C11H22Br3FN5O7P2S2", "method": "wB97M-V/def2-TZVPD", "multiplicity": 1, "total_energy_ev": -286635.7512, "homo_energy_ev": -12.38, "lumo_energy_ha": -0.1339, "charge": 1, "orbital_gap_ev": 8.73, "species": ["Br", "Br", "Br", "S", "S", "P", "P", "F", "O", "O", "O", "O", "O", "O", "O", "N", "N", "N", "N", "N", "C", "C", "C", "C", "C", "C", "C", "C", "C", "C", "C", "H", "H", "H", "H", "H", "H", "H", "H", "H", "H", "H", "H", "H", "H", "H", "H", "H", "H", "H", "H", "H", "H"], "coordinates": [[3.735, -2.841, -4.968], [1.464, -5.060, -5.214], [0.670, -2.060, -4.486], [1.685, 1.417, 1.369], [-4.040, -1.578, 0.173], [-1.482, 0.208, 3.301], [-3.583, -0.035, 1.219], [-0.459, 3.409, 3.132], [-2.218, 1.275, 3.953], [-2.133, 4.843, 3.068], [-0.382, 3.344, 0.187], [-1.978, -1.192, 3.864], [-4.131, 1.285, 0.485], [-4.330, -0.125, 2.607], [0.071, 0.279, 3.631], [1.149, -1.750, 0.538], [-1.018, -1.152, 1.154], [2.414, -1.380, 0.066], [-2.145, 3.007, 1.661], [0.423, 0.500, 0.587], [-0.944, 1.060, 0.520], [3.540, -1.069, -2.092], [-1.076, 2.545, 0.753], [4.651, -0.311, -1.371], [0.273, -0.818, 0.743], [1.902, -3.203, -5.441], [-1.379, 0.721, -0.968], [-1.614, 3.843, 2.647], [-1.748, 0.099, 1.463], [-2.001, 1.872, -1.754], [2.774, -2.038, -1.209], [-2.742, 3.590, 1.084], [-2.759, 2.428, -1.221], [-1.253, 2.562, -2.116], [-4.249, 1.954, 1.174], [3.455, -2.856, -0.975], [1.917, -2.478, -1.701], [5.542, -0.908, -1.220], [4.919, 0.536, -1.988], [2.887, -0.349, -2.575], [-1.636, -1.929, 3.343], [-0.486, 0.436, -1.506], [-2.467, 1.463, -2.641], [-1.410, -1.700, 0.380], [2.291, 0.514, 2.164], [-2.044, -0.134, -1.008], [4.358, 0.102, -0.411], [3.100, -1.529, 0.792], [4.004, -1.662, -2.877], [1.793, -2.972, -6.490], [0.259, -0.181, 4.457], [-4.467, 0.736, 3.029], [0.903, -2.720, 0.689]], "forces_ev_per_a": [[-0.150, -0.321, -0.527], [0.011, 0.095, 0.041], [0.025, -0.005, -0.005], [0.792, 0.990, -0.642], [0.664, -0.015, 0.033], [-0.759, 0.491, 1.465], [-1.798, -1.845, -1.670], [0.075, -0.383, -0.328], [-0.627, 0.767, -0.116], [0.705, -1.754, -0.840], [-0.297, -0.828, 0.335], [0.441, -0.195, -0.576], [0.680, -0.020, 1.017], [0.289, 0.759, -0.120], [0.246, -0.570, -0.863], [1.153, -0.082, 0.033], [0.532, -0.973, -1.397], [-0.860, -0.081, -0.450], [1.045, -0.233, -0.897], [0.953, -0.034, 1.296], [-1.431, -0.790, -0.493], [0.363, -0.026, 0.133], [0.671, 0.983, 0.000], [-0.136, 0.099, -0.065], [-1.293, 0.714, 0.619], [0.071, -0.124, -0.013], [-0.216, 1.090, -0.193], [-1.276, 2.330, 1.605], [1.539, 0.405, 0.699], [0.038, -0.164, -0.395], [1.208, 0.105, 0.405], [-0.278, 0.219, 0.038], [-0.205, 0.012, 0.139], [0.252, 0.249, 0.117], [-0.143, 0.512, -0.264], [0.004, -0.315, -0.018], [-0.409, 0.177, -0.019], [0.177, -0.234, 0.027], [0.287, 0.210, -0.110], [-0.348, 0.028, -0.034], [-0.097, -0.326, 0.087], [0.347, -0.098, -0.024], [-0.245, -0.124, -0.152], [-0.947, -0.285, 0.559], [-0.627, -0.304, -0.116], [-0.231, -0.086, 0.286], [-0.199, 0.061, 0.141], [0.037, -0.173, 0.060], [-0.207, 0.265, 0.157], [-0.016, 0.045, -0.019], [0.110, -0.002, 0.247], [0.151, -0.097, 0.607], [-0.067, -0.118, 0.199]], "lowdin_charge": [0.671, 0.599, 0.575, 0.951, 0.430, 0.441, 0.215, 0.139, -0.222, 0.181, 0.174, -0.082, -0.167, -0.173, -0.129, 0.110, 0.060, -0.024, 0.162, -0.271, -0.321, -0.286, -0.377, -0.092, -0.371, -1.602, -0.138, -0.534, -0.404, -0.062, -0.188, 0.154, 0.066, 0.084, 0.078, 0.123, 0.083, 0.077, 0.077, 0.097, 0.089, 0.122, 0.093, 0.099, -0.099, 0.059, 0.048, 0.130, -0.016, -0.026, 0.111, 0.098, 0.188]}

---

{"formula": "C5H10O", "method": "wB97M-V/def2-TZVPD", "multiplicity": 1, "total_energy_ev": -7392.6903, "homo_energy_ev": -9.76, "lumo_energy_ha": 0.0401, "orbital_gap_ev": 10.86, "smiles": "C[C@H]1CCOC1", "species": ["O", "C", "C", "C", "C", "C", "H", "H", "H", "H", "H", "H", "H", "H", "H", "H"], "coordinates": [[0.975, -0.459, -1.339], [-0.949, 1.561, 0.348], [-0.510, -1.053, 0.352], [0.116, 0.308, 0.740], [1.310, 0.343, -0.214], [0.253, -1.589, -0.873], [1.473, 1.356, -0.577], [-0.849, -1.784, 1.100], [0.334, 0.417, 1.802], [-0.425, -1.903, -1.678], [0.937, -2.443, -0.691], [-0.560, 2.460, 0.829], [-1.019, 1.780, -0.740], [-1.271, -0.323, 0.056], [-2.018, 1.490, 0.673], [2.224, -0.037, 0.269]], "forces_ev_per_a": [[0.042, 0.161, -0.009], [0.978, -0.414, 0.429], [-0.953, 0.865, -0.370], [-0.325, 1.572, -0.136], [0.140, 0.430, 0.244], [-0.247, 0.103, 0.172], [0.293, -0.037, -0.087], [0.323, 0.542, -0.143], [0.363, 0.039, -0.130], [0.149, 0.119, 0.181], [-0.243, 0.401, 0.345], [0.044, 0.094, -0.067], [0.450, -0.502, 0.518], [-1.800, -2.838, -1.070], [0.944, -0.579, 0.146], [-0.157, 0.044, -0.021]], "lowdin_charge": [-0.141, -0.064, -0.127, -0.283, -0.198, -0.194, 0.119, 0.118, 0.123, 0.118, 0.119, 0.056, 0.081, 0.071, 0.076, 0.126]}